1.
# C6H12O

C6H12O in the gas phase (ωB97M-V with the def2-TZVPD basis set, the OMol25 dataset).

Positions of all 19 atoms, in Å:
C  3.11344  -0.19557  0.35992
C  2.00860  0.37684  -0.52479
O  0.85270  0.80244  0.19648
C  -0.17488  -0.12151  -0.14045
C  -1.54881  -0.08865  0.48548
C  -2.61316  -0.57690  -0.47271
C  -2.64722  0.82947  0.03234
H  3.64446  -0.98747  -0.17761
H  3.85441  0.55766  0.63810
H  2.69224  -0.63335  1.27116
H  1.68510  -0.40793  -1.21486
H  2.36998  1.20638  -1.14004
H  -0.31777  -0.05939  -1.22867
H  0.22325  -1.11520  0.09374
H  -1.62409  -0.47201  1.50063
H  -2.30115  -0.74008  -1.50037
H  -3.35972  -1.28233  -0.12750
H  -2.40363  1.64648  -0.63735
H  -3.42960  1.06065  0.74856

Calculated values
- Calculated total energy: -310.9858 Ha
- Energy relative to the best compared isomer or geometry (same formula, charge and spin): 1.9983 eV
- HOMO level: -9.60 eV
- Total charge: 0

2.
# C42H49BCl60NO4

21 unconnected molecules or ions with the total composition C42H49BCl60NO4 (ωB97M-V with the def2-TZVPD basis set, the OMol25 dataset).

Positions of all 157 atoms, in Å:
C  4.69598  -2.62777  -1.96526
C  4.34190  -3.21634  -3.38053
O  4.12599  -2.15394  -4.34532
C  2.80193  -1.70507  -4.27266
O  1.92584  -2.30839  -4.81736
C  2.58318  -0.39428  -3.49918
C  1.08718  -0.07020  -3.21761
C  0.90515  1.40188  -2.72596
B  1.19712  1.62647  -1.13190
C  2.78040  1.72921  -0.71029
C  3.35697  1.11261  0.44957
C  4.75579  1.33687  0.71067
C  5.46182  2.16054  -0.20040
N  4.97584  2.73964  -1.30934
C  3.66909  2.51404  -1.51306
O  0.64625  2.91450  -0.61099
C  0.22933  2.56056  0.68018
C  -0.41786  3.65008  1.57664
C  -0.64124  1.25249  0.30457
C  -1.84409  1.81603  -0.47872
C  -2.96523  0.76794  -0.67216
C  -3.79975  0.31941  0.40562
C  -4.82456  -0.61971  0.10126
C  -5.04789  -1.13218  -1.21741
C  -4.20930  -0.67754  -2.26040
C  -4.41334  -1.17312  -3.70503
C  -3.16885  0.27132  -2.00142
O  0.38592  0.57975  -0.43100
H  4.83930  -1.54273  -2.08630
H  5.61495  -3.07886  -1.56308
H  3.84500  -2.85767  -1.29507
H  3.44085  -3.85741  -3.35145
H  5.22068  -3.77356  -3.74902
H  3.00211  0.47106  -4.05515
H  3.08570  -0.48594  -2.51285
H  0.61336  -0.83099  -2.57375
H  0.56565  -0.14051  -4.20141
H  -0.11864  1.71387  -3.03959
H  1.58826  2.02302  -3.36316
H  2.74611  0.49491  1.11901
H  5.25584  0.92289  1.59583
H  6.53044  2.33802  0.01957
H  3.21375  3.00509  -2.41354
H  0.97748  2.09159  1.36782
H  -1.44033  3.37355  1.91770
H  -0.51281  4.59011  1.00578
H  0.23086  3.83514  2.45565
H  -0.84097  0.67776  1.23402
H  -2.33896  2.67531  0.02680
H  -1.59475  2.17578  -1.49034
H  -3.67260  0.71437  1.42032
H  -5.50450  -0.97682  0.87696
H  -5.86478  -1.84230  -1.41112
H  -3.71423  -0.63432  -4.37351
H  -5.43328  -0.85179  -4.00475
H  -4.32150  -2.26649  -3.80269
H  -2.52103  0.66556  -2.79677
C  -0.83723  -3.38860  -1.57758
Cl  -1.87913  -1.96459  -1.68798
Cl  -1.62198  -4.66000  -0.61970
Cl  -0.42697  -3.99140  -3.18723
H  0.08162  -3.10319  -1.07491
C  -0.52162  -8.07165  -1.19012
Cl  0.43674  -8.87893  0.05606
Cl  -0.00300  -8.57553  -2.80163
Cl  -2.24299  -8.39692  -0.96063
H  -0.36435  -7.00205  -1.10126
C  -0.61510  7.77413  4.46112
Cl  0.92017  6.91734  4.58332
Cl  -1.93211  6.68326  4.01068
Cl  -0.98648  8.59593  5.98481
H  -0.52044  8.52633  3.68733
C  -5.35840  2.91803  -4.02742
Cl  -7.02269  3.48946  -3.81155
Cl  -4.76063  2.13602  -2.55210
Cl  -5.26017  1.82523  -5.41218
H  -4.73128  3.77721  -4.23446
C  1.31782  -5.81840  3.03081
Cl  2.96467  -5.25464  2.73209
Cl  0.28017  -5.48234  1.64295
Cl  1.30486  -7.54769  3.39378
H  0.92637  -5.28517  3.88884
C  -5.50608  -5.80699  -4.41972
Cl  -6.84919  -4.82468  -3.82077
Cl  -5.43596  -5.75241  -6.18553
Cl  -3.98206  -5.26498  -3.72173
H  -5.67426  -6.83405  -4.11701
C  -3.73471  4.68676  7.41146
Cl  -2.21503  4.54481  6.53558
Cl  -4.73093  5.97111  6.71601
Cl  -4.62903  3.15670  7.41840
H  -3.50647  4.94769  8.43617
C  7.89833  -0.52654  -3.50221
Cl  7.75768  -2.18589  -2.90261
Cl  6.75040  0.53480  -2.69414
Cl  9.55215  0.06862  -3.28678
H  7.67353  -0.52897  -4.56217
C  -8.89153  -7.95325  -7.02952
Cl  -7.37505  -8.83170  -7.26585
Cl  -10.26436  -9.06322  -7.09165
Cl  -8.86883  -7.07107  -5.50244
H  -8.99791  -7.23630  -7.83508
C  1.11959  6.04102  9.15012
Cl  -0.54200  6.54182  8.82402
Cl  1.26158  5.39060  10.78900
Cl  1.65671  4.85364  7.96079
H  1.75902  6.91253  9.07406
C  -8.85148  0.82270  0.23796
Cl  -8.87085  2.29108  1.22593
Cl  -9.79525  1.06397  -1.24107
Cl  -7.18998  0.34275  -0.14745
H  -9.31566  0.02477  0.80665
C  13.15745  -1.21458  -2.85517
Cl  13.15740  -0.77201  -1.14469
Cl  14.76960  -1.73976  -3.36028
Cl  11.96771  -2.47287  -3.16983
H  12.88822  -0.33781  -3.43333
C  -6.47890  -0.31175  4.29347
Cl  -7.73376  -0.40647  3.03330
Cl  -4.95217  -1.02046  3.77902
Cl  -6.26486  1.36406  4.82007
H  -6.83822  -0.87896  5.14359
C  -4.02865  7.09115  10.94195
Cl  -3.33979  7.29191  9.33220
Cl  -5.79372  7.13976  10.86671
Cl  -3.47782  5.57765  11.66560
H  -3.69023  7.91032  11.56504
C  -9.06744  5.19798  10.49657
Cl  -10.16366  6.27600  9.62643
Cl  -9.95216  4.24665  11.69467
Cl  -8.20739  4.14431  9.37456
H  -8.33779  5.80526  11.01849
C  -0.38301  0.64742  6.72177
Cl  -1.81020  1.65262  6.99303
Cl  0.13951  0.77330  5.04750
Cl  0.92643  1.10358  7.81994
H  -0.64871  -0.38370  6.92278
C  16.82641  1.32256  -4.30132
Cl  15.54609  2.34924  -3.64719
Cl  16.91688  1.48387  -6.05786
Cl  18.38017  1.71678  -3.55923
H  16.59015  0.29066  -4.06725
C  12.93763  -2.77956  1.89619
Cl  14.39574  -3.73158  1.59930
Cl  11.49492  -3.78438  1.74686
Cl  13.00471  -2.01409  3.48722
H  12.88593  -1.99999  1.14624
C  3.54591  6.58446  -3.27200
Cl  3.37578  4.95319  -2.61559
Cl  2.38661  7.69143  -2.51865
Cl  5.19918  7.17778  -3.05448
H  3.33699  6.54985  -4.33471
C  -8.65222  -11.03268  -10.47119
Cl  -7.36388  -11.17352  -11.67071
Cl  -9.83840  -9.82280  -10.96922
Cl  -9.43072  -12.59585  -10.20707
H  -8.21152  -10.70962  -9.53455

Calculated values
- Calculated total energy: -29621.8151 Ha
- Energy relative to the best compared isomer or geometry (same formula, charge and spin): 1.5568 eV
- HOMO level: -5.54 eV
- Total charge: -1

3.
# C2H4NPS

C2H4NPS in the gas phase (ωB97M-V with the def2-TZVPD basis set, the OMol25 dataset).

Positions of all 9 atoms, in Å:
C  0.70497  -1.69107  -0.05506
C  0.13392  0.87769  -0.45765
N  -0.54475  -1.72228  -0.01009
P  -1.39450  -0.32084  -0.28341
S  1.57709  -0.19876  -0.19456
H  1.36431  -2.64816  0.03480
H  0.23701  1.46654  -1.42206
H  -0.20082  1.58263  0.31153
H  -1.35641  -0.21840  1.04464

Calculated values
- Expectation value of S²: 2.0089
- Calculated total energy: -872.7158 Ha
- Spin multiplicity: 3
- Energy relative to the best compared isomer or geometry (same formula, charge and spin): 2.5315 eV
- HOMO level (alpha / beta): -5.13 / -9.71 eV
- Total charge: 0

4.
# C20H20IrN3O2S3SeSi

A molecular structure, C20H20IrN3O2S3SeSi (ωB97M-V with the def2-TZVPD basis set, the OMol25 dataset).

Positions of all 51 atoms, in Å:
Ir  -0.84598  0.99431  0.44111
C  2.85137  2.60205  4.53503
Si  3.18833  0.80813  4.14631
C  5.02447  0.46606  4.30905
C  2.22989  -0.33772  5.26647
C  2.71733  0.47091  2.34551
C  3.65590  0.06241  1.40447
C  3.32314  -0.14321  0.06388
C  2.02738  0.08978  -0.33758
N  1.11489  0.48288  0.55320
C  1.41956  0.65935  1.85541
S  -0.02450  1.12959  2.70317
H  3.10697  2.81388  5.57617
H  1.80365  2.86234  4.37894
H  3.45610  3.25347  3.90062
H  5.34059  0.64573  5.33899
H  5.61768  1.12219  3.66828
H  5.27342  -0.56854  4.06356
H  2.52930  -0.19652  6.30734
H  2.41327  -1.38094  4.99988
H  1.15632  -0.15972  5.19152
H  4.68150  -0.10247  1.71275
H  4.06105  -0.46760  -0.65548
H  1.68192  -0.01324  -1.35842
O  -4.69685  2.46566  -0.21254
S  -4.31945  1.87792  1.03500
O  -4.18849  2.70866  2.19103
N  -2.92430  0.98294  0.82539
C  -3.11416  -0.30648  0.98643
S  -1.69858  -1.17511  0.73573
C  -4.49208  -0.69256  1.32726
C  -5.02614  -1.94410  1.57426
C  -6.37904  -2.02539  1.87840
C  -7.17139  -0.88313  1.93469
C  -6.63399  0.37650  1.68968
C  -5.29155  0.43776  1.38797
H  -4.40390  -2.82832  1.53135
H  -6.82484  -2.99084  2.07609
H  -8.22231  -0.97557  2.17389
H  -7.24454  1.26794  1.73386
Se  -0.93097  1.42895  -2.03131
C  -0.14238  2.74831  -0.93404
C  1.24580  3.07650  -0.90400
C  1.72319  3.86125  0.09581
N  0.96175  4.37774  1.10565
C  -0.31049  4.11623  1.07996
C  -0.94160  3.29850  0.08564
H  1.90710  2.69097  -1.66799
H  2.77400  4.12448  0.12954
H  -0.92860  4.54782  1.86119
H  -2.01333  3.35488  -0.03883

Calculated values
- Calculated total energy: -5078.7863 Ha
- Energy relative to the best compared isomer or geometry (same formula, charge and spin): 0.0000 eV
- HOMO level: -8.01 eV
- Total charge: 0